1.
{
  "formula": "C4H6N2O3",
  "method": "the ωB97M-V functional and the def2-TZVPD basis",
  "e_tot_ha": -491.264298,
  "smiles": "O=c1cc[nH]c(=O)[nH]1.O",
  "relative_energy_kcal_mol": 23.0,
  "total_charge": 0,
  "symbols": ["O", "O", "O", "N", "N", "C", "C", "C", "C", "H", "H", "H", "H", "H", "H"],
  "xyz": [[3.06, 0.49, 1.51], [-3.59, 1.53, -1.36], [0.80, -1.75, -1.87], [0.73, 0.07, 1.65], [1.96, -0.71, -0.18], [0.86, -1.04, -0.92], [2.01, 0.07, 1.07], [-0.37, -0.56, -0.32], [-0.48, -0.11, 0.97], [-1.43, 0.11, 1.39], [-2.81, 2.04, -1.01], [-1.28, -1.01, -0.86], [2.89, -0.85, -0.45], [-3.27, 1.43, -2.26], [0.92, 0.30, 2.64]]
}



2.
{
  "formula": "CN2O3S",
  "method": "the ωB97M-V functional and the def2-TZVPD basis",
  "e_tot_ha": -771.242774,
  "relative_energy_kcal_mol": 89.9,
  "total_charge": 0,
  "symbols": ["S", "O", "O", "O", "N", "N", "C"],
  "xyz": [[1.95, 1.17, 0.04], [-1.98, 0.62, 0.24], [1.28, -1.18, 0.02], [-0.90, -1.65, -0.20], [-0.82, 0.93, -0.03], [0.11, -1.01, -0.13], [0.36, 1.12, 0.06]]
}



3.
{
  "formula": "C14H20AuN5O2P",
  "method": "the ωB97M-V functional and the def2-TZVPD basis",
  "e_tot_ha": -1446.064582,
  "multiplicity": 4,
  "total_charge": 2,
  "s_squared": 3.835,
  "symbols": ["Au", "P", "O", "O", "N", "N", "N", "N", "N", "C", "C", "C", "C", "C", "C", "C", "C", "C", "C", "C", "C", "C", "C", "H", "H", "H", "H", "H", "H", "H", "H", "H", "H", "H", "H", "H", "H", "H", "H", "H", "H", "H", "H"],
  "xyz": [[-0.17, 0.43, 0.68], [-1.33, 1.81, -0.89], [-1.41, 2.04, 3.05], [2.14, 2.08, -0.84], [0.59, -0.47, -1.12], [-3.11, -1.10, 5.21], [-2.38, -0.93, 0.82], [-3.47, -1.80, 2.86], [1.32, -1.17, 1.38], [-1.04, 3.60, -0.87], [-3.24, -1.40, 4.08], [2.20, -1.89, -2.17], [1.96, -0.71, 2.63], [-3.12, 1.58, -0.80], [-0.88, 1.55, 2.15], [0.59, -2.44, 1.60], [-2.86, -1.30, 1.84], [1.67, -1.27, -1.04], [0.55, -0.75, -3.49], [1.57, -1.67, -3.40], [0.12, -0.03, -2.34], [-0.65, 1.14, -2.38], [2.33, -1.36, 0.30], [-3.35, 0.51, -0.78], [-0.04, 3.80, -1.25], [-0.99, 1.51, -3.35], [3.08, -0.55, 0.37], [-1.12, 3.98, 0.16], [1.50, 1.85, -1.55], [-3.61, 2.07, -1.66], [2.51, 0.22, 2.42], [-3.48, 2.03, 0.14], [-0.02, -2.69, 0.73], [1.19, -0.52, 3.38], [0.07, -0.48, -4.43], [1.91, -2.20, -4.29], [1.32, -3.25, 1.79], [2.84, -2.32, 0.42], [3.06, -2.55, -2.04], [2.66, -1.48, 3.01], [-0.06, -2.33, 2.47], [2.95, 2.37, -1.29], [-1.79, 4.10, -1.50]]
}



4.
{
  "formula": "CH3NOP2S",
  "method": "the ωB97M-V functional and the def2-TZVPD basis",
  "e_tot_ha": -1250.736250,
  "smiles": "C=NP=O.P=S",
  "relative_energy_kcal_mol": 52.3,
  "total_charge": 0,
  "symbols": ["S", "P", "P", "O", "N", "C", "H", "H", "H"],
  "xyz": [[3.66, 1.70, 2.17], [1.99, 1.25, 1.33], [-0.97, 1.46, -2.01], [0.38, 1.95, -2.30], [-0.76, 0.29, -0.85], [-0.90, -0.51, 0.10], [-1.06, -1.69, -0.18], [2.53, 0.84, 0.10], [-0.91, -0.03, 1.12]]
}